(1)
Density functional theory data (ωB97M-V/def2-TZVPD) for a structure of composition C31H24Br2IN4OTi.

XYZ file:
```
64
Properties=species:S:1:pos:R:3:lowdin_charge:R:1
I 0.106 -1.214 3.794 1.189
Br -5.062 -5.343 0.029 0.792
Br -5.633 2.461 0.867 0.785
Ti -0.135 -1.094 0.795 0.846
O -0.286 -0.831 -1.123 -0.116
N -1.668 0.059 1.304 -0.103
N -0.154 1.165 -2.250 0.079
N -1.464 -2.541 0.926 -0.079
N -0.424 1.613 -3.522 -0.037
C -1.794 1.333 1.784 -0.149
C 2.176 -1.104 3.648 -0.623
C -2.367 -4.749 0.748 -0.096
C 4.331 -0.911 4.671 -0.064
C 1.912 2.485 0.505 -0.042
C -0.481 3.092 -0.792 -0.022
C 4.765 -1.304 1.006 -0.023
C 2.923 -0.970 4.781 -0.136
C 1.924 -1.348 1.168 -0.225
C -2.700 -1.987 0.661 -0.214
C -3.800 -2.842 0.360 -0.057
C -0.093 2.950 -3.979 0.031
C -3.627 -4.187 0.399 -0.685
C -0.021 3.899 0.237 -0.065
C -1.245 0.736 -5.684 0.008
C 0.291 2.009 -1.187 -0.200
C -1.340 -3.902 0.992 -0.105
C -0.443 -0.156 -2.192 -0.352
C -2.940 2.049 1.713 -0.108
C 1.489 1.700 -0.558 -0.003
C 4.920 -1.009 3.447 -0.024
C -2.803 -0.586 0.836 -0.213
C 2.606 -1.527 -0.020 -0.150
C 2.727 -1.201 2.347 -0.259
C -0.902 -0.553 -3.456 0.093
C 4.142 -1.165 2.272 -0.165
C 4.018 -1.495 -0.115 -0.069
C -4.007 0.159 0.654 -0.059
C -0.875 0.574 -4.252 -0.232
C -4.063 1.446 1.078 -0.689
C 1.165 3.591 0.891 -0.060
H -4.876 -0.306 0.215 0.104
H 2.073 0.846 -0.883 0.111
H -2.989 3.053 2.099 0.104
H 2.056 -1.677 -0.949 0.090
H 5.997 -0.978 3.353 0.117
H -1.428 3.293 -1.272 0.129
H -0.988 3.568 -4.047 0.106
H 5.845 -1.269 0.953 0.118
H -0.887 1.760 2.205 0.110
H -1.214 -1.542 -3.729 0.129
H -0.606 4.753 0.544 0.116
H -2.092 1.413 -5.793 0.099
H 4.496 -1.620 -1.076 0.107
H 2.455 -0.913 5.753 0.098
H -2.224 -5.816 0.797 0.106
H 4.928 -0.800 5.563 0.111
H -0.416 1.137 -6.267 0.090
H 1.507 4.213 1.705 0.114
H 2.832 2.235 1.015 0.118
H 0.384 2.875 -4.955 0.100
H -4.770 -2.428 0.137 0.103
H -0.346 -4.271 1.230 0.126
H 0.609 3.401 -3.282 0.099
H -1.518 -0.229 -6.098 0.093
```

For the LUMO energy (spin up / spin down), the calculation gives -2.778 / -2.743 eV. Its HOMO-LUMO gap (spin up / spin down) is 5.83 / 5.87 eV. The value obtained for the total energy is -211840.6829 eV. Its HOMO energy (spin up / spin down) is -8.6 / -8.6 eV. Its total charge is +1.

***

(2)
Density functional theory data (ωB97M-V/def2-TZVPD) for a structure of composition C16H10BrCl5Ru.

XYZ file:
```
33
Properties=species:S:1:pos:R:3:lowdin_charge:R:1
Ru -0.640 -0.813 0.346 0.914
Br 1.177 -2.291 0.665 0.037
Cl -2.969 -0.162 5.427 0.688
Cl -0.635 1.781 6.211 0.703
Cl 0.699 2.182 0.984 0.715
Cl -3.217 -1.148 2.452 0.706
Cl 1.285 2.873 4.039 0.703
C -0.872 1.348 4.578 -0.705
C -1.019 0.338 1.955 -0.362
C -0.148 1.402 2.254 -0.717
C -1.990 -0.036 2.904 -0.704
C 0.004 1.844 3.585 -0.715
C -2.217 -1.868 -0.713 -0.292
C -1.899 0.442 4.230 -0.701
C 2.856 0.586 -1.272 -0.147
C -1.139 -2.215 -1.614 -0.206
C -2.500 -0.461 -0.937 -0.210
C 2.233 1.464 -2.204 -0.084
C 2.782 -0.507 -3.291 -0.085
C 3.221 -0.612 -1.947 -0.103
C -0.727 -1.059 -2.301 -0.128
C 2.192 0.792 -3.449 -0.131
C -1.536 0.040 -1.887 -0.122
H 3.694 -1.503 -1.550 0.093
H -2.750 -2.592 -0.096 0.091
H 2.904 -1.254 -4.074 0.103
H 0.035 -1.021 -3.065 0.091
H 2.979 0.791 -0.212 0.066
H -0.738 -3.217 -1.774 0.107
H 1.857 2.452 -1.979 0.096
H -1.498 1.043 -2.309 0.109
H -3.354 0.098 -0.569 0.102
H 1.929 1.283 -4.387 0.090
```

Its multiplicity is 5. For the LUMO energy (spin up / spin down), the calculation gives -0.736 / -2.028 eV. Its HOMO-LUMO gap (spin up / spin down) is 7.29 / 6.08 eV. As for the relative energy (zero: lowest compared OMol25 entry of this formula, charge and spin): 0.000 eV. The value obtained for the total energy is -151986.6431 eV. Its HOMO energy (spin up / spin down) is -8.0 / -8.1 eV.

***

(3)
Density functional theory data (ωB97M-V/def2-TZVPD) for a cluster of 2 separate species, C36H34FN4 in total.

XYZ file:
```
75
Properties=species:S:1:pos:R:3:lowdin_charge:R:1
F -6.188 -4.813 -2.260 0.117
N 0.075 3.072 -1.396 -0.073
N 2.391 -0.015 0.309 0.053
N 1.115 3.336 1.210 -0.097
N 0.613 0.718 -2.851 -0.098
C -1.111 -4.176 2.182 0.013
C -0.980 -1.914 2.978 0.021
C 3.557 -1.940 -5.715 -0.085
C -0.277 3.039 -2.823 -0.128
C -3.447 -4.444 0.084 0.026
C 2.063 -0.652 -4.344 -0.218
C 1.155 0.886 -1.553 -0.142
C 0.606 4.534 0.520 -0.132
C 2.384 -1.832 -4.997 -0.051
C 2.940 0.420 -4.433 -0.033
C 4.113 0.308 -5.153 -0.075
C 4.425 -0.872 -5.795 -0.090
C -0.406 4.185 -0.563 -0.130
C 1.526 2.971 4.942 -0.038
C -0.073 -4.518 3.006 -0.033
C 1.339 2.146 0.476 -0.144
C -0.933 1.790 4.543 -0.104
C -5.436 -2.903 -1.057 0.030
C -5.333 -4.248 -1.381 -0.203
C -4.558 -2.332 -0.176 0.020
C -0.468 1.608 -3.307 -0.137
C 1.953 -0.073 -0.938 -0.119
C 0.839 2.424 6.007 -0.080
C -0.249 2.335 3.476 -0.042
C 0.854 2.039 -0.827 -0.086
C -4.330 -5.005 -0.796 0.035
C -3.529 -3.081 0.434 -0.176
C 0.765 -0.543 -3.602 -0.131
C -0.390 1.832 5.810 -0.099
C 0.056 -2.266 3.804 -0.023
C 0.991 2.930 3.663 -0.211
C 0.515 -3.571 3.822 -0.003
C -2.686 -2.407 1.344 0.144
C 1.735 3.568 2.529 -0.122
C -1.606 -2.859 2.139 -0.172
C 2.062 1.072 0.986 -0.124
H 5.341 -0.961 -6.356 0.104
H 0.276 -5.537 3.021 0.122
H 0.167 5.222 1.253 0.127
H -0.680 2.307 2.489 0.105
H -1.535 -4.950 1.582 0.088
H 0.649 -1.380 -2.907 0.118
H -0.535 1.575 -4.402 0.127
H -0.925 1.409 6.646 0.102
H -0.614 5.056 -1.197 0.126
H -4.261 -6.049 -1.043 0.135
H 2.699 1.345 -3.938 0.108
H -1.330 -0.897 2.966 0.111
H 0.532 3.522 -3.382 0.125
H 4.786 1.147 -5.216 0.104
H 2.247 -0.940 -1.501 0.101
H 1.468 5.044 0.078 0.127
H 2.396 1.111 2.007 0.099
H 1.805 4.646 2.705 0.133
H 1.698 -2.663 -4.946 0.110
H -1.407 1.201 -2.916 0.118
H -2.922 -1.363 1.469 0.130
H 1.326 -3.858 4.470 0.126
H -0.063 -0.635 -4.313 0.128
H -1.355 3.881 -0.109 0.119
H 1.266 2.470 6.994 0.105
H 2.767 3.208 2.497 0.127
H 3.789 -2.864 -6.218 0.103
H -4.649 -1.287 0.062 0.129
H -2.693 -5.081 0.486 0.093
H 0.508 -1.525 4.442 0.121
H 2.480 3.449 5.096 0.118
H -6.219 -2.322 -1.511 0.134
H -1.186 3.631 -2.991 0.124
H -1.898 1.338 4.389 0.094
```

For the LUMO energy, the calculation gives -5.835 eV. Its HOMO-LUMO gap is 3.22 eV. As for the relative energy (zero: lowest compared OMol25 entry of this formula, charge and spin): 1.388 eV. The value obtained for the total energy is -46554.1875 eV. Its HOMO energy is -9.1 eV. Its total charge is +1.

***

(4)
Density functional theory data (ωB97M-V/def2-TZVPD) for a structure of composition C5H10N4O.

XYZ file:
```
20
Properties=species:S:1:pos:R:3:lowdin_charge:R:1
O -2.592 -0.825 0.566 -0.003
N -3.759 -0.149 0.236 0.067
N -1.992 0.838 -0.752 0.116
N 0.148 -0.924 -0.173 -0.087
N 0.326 -1.908 0.720 -0.005
C -1.650 -0.188 -0.101 -0.255
C 1.221 1.102 0.946 -0.065
C 1.065 0.252 -0.317 -0.405
C 2.489 -0.018 -0.944 -0.021
C -3.366 0.766 -0.635 -0.184
H 1.715 0.495 1.724 0.083
H -0.235 -2.754 0.340 0.141
H -4.078 1.523 -1.086 0.137
H 0.440 0.733 -1.038 0.096
H 2.827 0.612 -1.654 0.031
H 0.136 -1.706 1.695 0.088
H 1.734 2.009 0.839 0.056
H 0.199 1.386 1.217 0.067
H 3.133 -0.243 -0.148 0.051
H 2.237 -1.001 -1.433 0.092
```

For the LUMO energy, the calculation gives 0.736 eV. Its HOMO-LUMO gap is 9.86 eV. As for the relative energy (zero: lowest compared OMol25 entry of this formula, charge and spin): 5.482 eV. The value obtained for the total energy is -13349.9306 eV. Its HOMO energy is -9.1 eV.

***

(5)
Density functional theory data (ωB97M-V/def2-TZVPD) for a cluster of 3 separate species, C6H9N3 in total.

XYZ file:
```
18
Properties=species:S:1:pos:R:3:lowdin_charge:R:1
N 1.377 -1.361 -1.155 0.157
N -2.059 -0.276 0.209 0.134
N -0.064 0.257 4.150 0.129
C 1.617 1.170 -1.470 -0.056
C 0.108 0.811 3.175 -0.283
C -1.871 -2.413 -1.284 -0.071
C 1.508 -0.255 -1.293 -0.301
C -1.980 -1.222 -0.439 -0.286
C 0.430 1.572 1.965 -0.087
H -0.857 -2.790 -1.149 0.056
H -2.624 -3.043 -0.812 0.085
H 2.622 1.493 -1.197 0.093
H 0.044 0.923 1.179 0.027
H 0.044 2.592 1.975 0.085
H 0.847 1.569 -0.810 0.063
H -1.906 -2.235 -2.358 0.086
H 1.284 1.400 -2.482 0.091
H 1.480 1.809 1.795 0.078
```

For the LUMO energy, the calculation gives 0.519 eV. Its HOMO-LUMO gap is 12.07 eV. As for the relative energy (zero: lowest compared OMol25 entry of this formula, charge and spin): 0.794 eV. The value obtained for the total energy is -10836.8327 eV. As for the SMILES: CC#N.CC#N.CC#N. Its HOMO energy is -11.5 eV.

***

(6)
Density functional theory data (ωB97M-V/def2-TZVPD) for an isolated molecule of C25H30N4O4.

XYZ file:
```
63
Properties=species:S:1:pos:R:3:lowdin_charge:R:1
O -4.304 3.300 0.178 0.047
O -8.156 -0.602 -0.416 -0.094
O 5.728 1.768 -0.999 -0.042
O 2.500 -0.197 0.702 0.090
N -0.676 -2.993 0.323 0.087
N 0.116 -2.019 -0.114 -0.057
N 2.369 -1.714 -0.978 0.149
N -2.503 1.278 0.449 -0.201
C -6.460 2.592 -0.483 -0.002
C 9.221 0.530 0.865 -0.104
C 1.302 -3.867 -0.254 -0.009
C 4.451 1.335 -0.598 -0.188
C -2.309 0.771 -0.899 -0.159
C -0.604 -0.134 1.252 -0.112
C 0.018 -4.111 0.242 -0.144
C 8.056 1.720 -0.860 -0.011
C -5.909 0.008 0.326 0.021
C -0.385 -0.664 -0.166 -0.262
C 8.009 0.128 1.393 -0.086
C -7.944 -1.932 -0.018 -0.099
C -3.628 0.658 1.146 -0.124
C 6.814 0.511 0.805 -0.029
C -7.416 1.612 -0.623 -0.004
C 9.238 1.332 -0.265 -0.087
C -4.943 0.995 0.484 -0.155
C 6.830 1.314 -0.331 -0.268
C -7.148 0.303 -0.224 -0.278
C -1.700 -0.635 -0.947 -0.108
C 2.933 -0.652 -0.331 -0.462
C -1.255 1.250 1.191 -0.166
C 1.329 -2.501 -0.465 -0.241
C 4.153 -0.102 -1.047 -0.066
C -5.214 2.299 0.067 -0.286
H 7.982 -0.494 2.276 0.104
H -1.530 -0.923 -1.986 0.123
H 10.145 0.223 1.331 0.098
H -0.568 1.945 0.697 0.128
H 5.887 0.184 1.250 0.108
H -1.643 1.471 -1.415 0.129
H -3.443 2.891 0.400 0.078
H 0.364 -0.049 -0.675 0.147
H -3.273 0.776 -1.411 0.128
H 2.091 -4.569 -0.430 0.094
H 0.356 -0.067 1.763 0.106
H -7.113 -2.391 -0.565 0.094
H -6.657 3.606 -0.792 0.118
H 5.008 -0.737 -0.795 0.127
H -3.532 -0.434 1.225 0.119
H 2.886 -2.133 -1.738 0.153
H -2.381 -1.361 -0.503 0.104
H -8.382 1.834 -1.046 0.117
H -1.242 -0.835 1.792 0.114
H 3.754 2.026 -1.080 0.138
H -7.754 -2.006 1.058 0.094
H 10.179 1.656 -0.686 0.103
H -8.865 -2.462 -0.256 0.091
H 8.050 2.346 -1.738 0.116
H -5.672 -0.993 0.651 0.107
H -0.417 -5.043 0.540 0.098
H 4.015 -0.139 -2.129 0.126
H 4.316 1.416 0.486 0.121
H -1.441 1.620 2.202 0.124
H -3.634 1.062 2.166 0.141
```

For the LUMO energy, the calculation gives 0.399 eV. Its HOMO-LUMO gap is 8.02 eV. As for the relative energy (zero: lowest compared OMol25 entry of this formula, charge and spin): 2.108 eV. The value obtained for the total energy is -40562.2032 eV. As for the SMILES: COc1ccc(O)c(CN2CCC(n3nccc3NC(=O)CCOc3ccccc3)CC2)c1. Its HOMO energy is -7.6 eV.

***

(7)
Density functional theory data (ωB97M-V/def2-TZVPD) for a structure of composition C38H55BeBrN2O4PS.

XYZ file:
```
103
Properties=species:S:1:pos:R:3:lowdin_charge:R:1
Br 1.704 -1.052 -2.627 0.918
S 3.796 -0.284 1.036 1.107
P -0.587 1.757 -0.488 0.979
O 2.838 0.222 -0.032 -0.510
O -0.556 -4.188 3.250 0.024
O 0.146 0.456 -0.212 -0.278
O 1.578 -0.815 1.794 -0.258
N 0.755 -2.272 -0.026 0.027
N 0.546 -2.741 1.189 0.052
C 4.410 -1.840 0.264 -0.269
C -0.637 3.695 -2.618 -0.180
C -0.399 -3.032 3.996 -0.256
C -2.906 0.534 0.406 -0.180
C -2.462 -0.623 -2.287 -0.170
C -2.879 -1.460 -1.069 -0.174
C -2.946 -6.141 -3.895 -0.072
C 2.106 3.927 -1.585 -0.191
C -1.638 3.810 1.203 -0.206
C 0.073 2.448 -2.084 -0.339
C -0.121 -3.001 -3.494 -0.096
C -1.428 3.753 3.712 -0.179
C 1.402 5.105 -2.249 -0.191
C -0.102 4.999 -2.032 -0.191
C -0.136 -0.760 5.572 -0.080
C -3.052 -4.983 -4.650 -0.070
C 0.213 -2.855 -1.038 -0.175
C 1.206 -2.025 2.272 -0.372
C -2.116 -3.978 -4.513 -0.037
C 1.595 2.601 -2.136 -0.197
C -0.927 -1.812 6.002 -0.070
C -1.905 -6.275 -2.990 -0.070
C 6.144 -0.263 -0.346 -0.225
C 5.353 0.602 0.619 -0.280
C -1.407 4.647 2.462 -0.176
C -0.986 -5.256 -2.822 -0.043
C -1.065 -2.941 5.213 -0.005
C -0.069 2.165 2.298 -0.168
C -3.732 -0.646 -0.103 -0.183
C 0.503 -0.838 4.349 -0.029
C -1.166 2.287 3.355 -0.186
C -2.793 0.857 -2.120 -0.184
C -0.428 2.896 0.990 -0.303
C 0.457 -2.489 -2.390 -0.597
C 5.913 -1.703 0.104 -0.223
C -2.398 1.421 -0.750 -0.319
C 0.375 -1.962 3.545 -0.080
C -1.080 -4.087 -3.580 -0.228
Be 1.367 -0.414 0.293 -0.054
H 1.952 3.969 -0.506 0.098
H 0.303 -4.587 3.075 0.115
H -2.549 3.230 1.348 0.102
H -2.082 1.816 2.996 0.103
H 3.912 -1.874 -0.705 0.072
H 4.109 -2.690 0.870 0.092
H 0.422 3.531 0.719 0.096
H -0.170 1.607 -2.753 0.102
H 1.128 -0.036 3.987 0.112
H -3.657 -6.942 -4.025 0.107
H 1.771 6.046 -1.836 0.115
H 5.874 0.728 1.568 0.095
H -2.187 -3.087 -5.120 0.114
H -1.790 4.462 0.340 0.103
H 1.892 2.530 -3.186 0.127
H -0.162 -5.393 -2.139 0.111
H -3.868 1.007 -2.233 0.123
H -1.391 -0.726 -2.449 0.073
H -2.395 3.829 4.210 0.112
H -2.321 1.417 -2.927 0.100
H -1.797 -7.185 -2.422 0.107
H -2.963 -0.985 -3.184 0.114
H -0.447 5.159 2.378 0.116
H -2.859 2.412 -0.680 0.110
H -0.006 0.111 6.195 0.105
H -1.420 -1.769 6.960 0.108
H -1.987 -1.776 -0.528 0.085
H 2.125 -2.617 2.530 0.157
H 2.064 1.774 -1.604 0.062
H -3.506 1.118 1.107 0.111
H -0.612 5.839 -2.509 0.120
H 1.612 5.101 -3.320 0.119
H -0.243 -3.355 1.389 0.140
H -0.476 -3.680 -0.877 0.128
H -2.178 5.415 2.536 0.114
H 0.119 -2.524 -4.435 0.109
H 0.846 2.600 2.705 0.130
H -2.046 0.131 0.952 0.104
H -3.857 -4.869 -5.359 0.108
H 6.411 -1.889 1.057 0.120
H 6.291 -2.415 -0.631 0.124
H 0.138 1.113 2.101 0.074
H -3.414 -2.357 -1.380 0.115
H -4.636 -0.293 -0.601 0.118
H -0.476 3.727 -3.699 0.128
H 3.181 3.993 -1.763 0.115
H -0.673 4.100 4.418 0.111
H -1.714 3.631 -2.446 0.103
H 5.085 1.576 0.222 0.095
H 7.202 -0.001 -0.334 0.121
H -0.312 5.050 -0.964 0.089
H 5.761 -0.127 -1.359 0.121
H -1.670 -3.773 5.535 0.120
H -4.034 -1.265 0.744 0.120
H -0.862 1.743 4.249 0.096
```

For the LUMO energy, the calculation gives -2.434 eV. Its HOMO-LUMO gap is 7.81 eV. The value obtained for the total energy is -142036.4986 eV. Its HOMO energy is -10.2 eV. Its total charge is +1.